[1]
# C5H4O2

The molecule C5H4O2 in a non-equilibrium geometry (ωB97M-V with the def2-TZVPD basis set, the Open Molecules 2025 dataset).

Properties
energy relative to the best compared isomer or geometry (same formula, charge and spin)	116.51	kcal/mol
LUMO level (spin up / spin down)	-0.011 / 0.325	eV
HOMO-LUMO gap (spin up / spin down)	8.0 / 7.5	eV
HOMO (spin up / spin down)	-7.97 / -7.18	eV

Structure (XYZ):
```
11
Properties=species:S:1:pos:R:3:nbo_charge:R:1
O -1.73676 0.79164 -2.11333 -0.43
C -0.75111 0.31291 -1.70504 0.75
O -1.23353 0.55248 1.01431 -0.46
C -0.06595 1.01197 1.48379 0.09
C -0.06698 -0.44638 1.28988 -0.05
C 0.59715 -0.75450 0.09196 -0.20
C 0.37935 -0.21653 -1.24109 -0.57
H 0.47963 1.75030 0.88093 0.16
H -0.12669 -1.14187 2.13104 0.23
H 1.35983 -1.53412 0.15187 0.22
H 1.16507 -0.32589 -1.98432 0.27
```

[2]
# C6H16N

A cluster of 2 separate species, C6H16N in total in a non-equilibrium geometry (ωB97M-V with the def2-TZVPD basis set, the Open Molecules 2025 dataset).

Properties
energy relative to the best compared isomer or geometry (same formula, charge and spin)	81.83	kcal/mol
LUMO level	-4.457	eV
HOMO-LUMO gap	10.5	eV
total charge	+1
HOMO	-14.93	eV

Structure (XYZ):
```
23
Properties=species:S:1:pos:R:3:nbo_charge:R:1
C 1.38555 1.58451 0.54036 -0.75
C 0.19253 0.60695 0.69087 0.19
C -0.74932 0.53941 -0.52640 -0.48
C 0.24765 -0.22093 -1.40606 -0.43
C 0.55953 -1.70186 -1.04150 -0.40
C -0.60106 -2.56369 -0.61602 -0.63
N -1.05368 1.59418 1.98101 -0.94
H 1.21461 2.41004 -0.17851 0.25
H 2.28976 1.05436 0.11658 0.28
H 1.86818 2.08315 1.38355 0.27
H 0.43433 -0.27807 1.29428 0.23
H -1.03983 1.57328 -0.89198 0.25
H -1.67707 0.03449 -0.32263 0.25
H -0.06137 -0.12774 -2.47991 0.25
H 1.25266 0.20619 -1.43172 0.23
H 1.42610 -1.74529 -0.32086 0.20
H 0.99519 -2.06748 -1.99040 0.23
H -0.81675 -2.21626 0.38512 0.18
H -1.46690 -2.65487 -1.35008 0.23
H -0.21384 -3.58666 -0.52653 0.24
H -0.45887 1.82618 2.79121 0.40
H -1.34820 0.62338 2.12371 0.48
H -0.65158 2.32716 1.37059 0.48
```

[3]
# C31H42CoN3OP

A structure of composition C31H42CoN3OP in a non-equilibrium geometry (ωB97M-V with the def2-TZVPD basis set, the Open Molecules 2025 dataset).

Properties
energy relative to the best compared isomer or geometry (same formula, charge and spin)	77.87	kcal/mol
LUMO level (spin up / spin down)	2.653 / 2.651	eV
HOMO-LUMO gap (spin up / spin down)	4.1 / 5.2	eV
total charge	-1
HOMO (spin up / spin down)	-1.44 / -2.58	eV
multiplicity	5

Structure (XYZ):
```
79
Properties=species:S:1:pos:R:3:lowdin_spin:R:1
Co -0.14859 0.00608 -0.16019 2.61
N -0.93894 4.06974 2.13533 0.06
N 0.30305 2.02560 -2.78104 0.01
C 0.01932 -2.19034 -0.39163 0.09
C -1.34336 -1.69430 -0.22547 0.03
C -1.44537 -1.13905 1.12174 0.04
C -2.72599 -0.62898 1.69626 0.01
H -3.39036 -0.29830 0.87434 0.00
H -2.58016 0.27968 2.33615 0.00
H -3.24053 -1.35482 2.31681 0.00
C -0.11096 -1.11265 1.68479 0.06
C 0.28551 -0.51189 2.97478 0.02
H 0.06620 -1.15571 3.84238 0.00
H -0.29107 0.42793 3.11093 0.01
H 1.35457 -0.22884 2.99709 0.00
C 0.79123 -1.77056 0.75602 0.04
C 2.16712 -2.22142 1.10669 0.01
H 2.71735 -1.45078 1.66689 0.00
H 2.76681 -2.47785 0.22239 0.00
H 2.16671 -3.11817 1.75055 0.00
C -2.54027 -2.09815 -1.00495 0.01
H -3.01863 -2.95668 -0.50992 0.00
H -2.30673 -2.37557 -2.04698 0.00
H -3.28929 -1.29170 -1.04993 0.00
C 0.30921 -3.37718 -1.22609 0.02
H 1.35333 -3.72824 -1.16068 0.00
H 0.09073 -3.23549 -2.29729 0.00
H -0.31602 -4.22651 -0.88926 0.01
C -0.21300 5.19433 2.13375 0.00
H -0.59894 6.22114 2.00622 0.00
C 1.19198 5.09185 2.29779 0.05
H 1.79171 5.93534 2.67281 0.00
C 1.84181 3.88649 1.98244 0.01
H 2.92940 3.78108 1.85010 0.00
C 1.05078 2.78430 1.62173 0.06
H 1.38045 1.95081 0.99086 0.02
C -0.30093 2.93205 1.84252 0.10
C -1.07779 1.66037 2.01060 0.51
H -1.91944 1.75418 1.24031 0.03
C 0.46099 0.79457 -2.27898 0.03
C 0.24281 2.05307 -4.18497 0.00
H -0.17873 2.92870 -4.78510 0.00
C 0.74019 0.77776 -4.52477 0.00
H 1.00535 0.48384 -5.51775 0.00
N 0.90912 -0.07484 -3.39988 0.00
C 1.47226 -1.42312 -3.58302 0.00
C 0.94282 -2.12684 -4.67291 0.00
C 1.53385 -3.32598 -5.07123 0.00
H 1.06529 -3.92505 -5.86164 0.00
C 2.65713 -3.85552 -4.45539 0.00
C 3.24653 -5.17211 -4.91134 0.00
H 3.76267 -5.67660 -4.09344 0.00
H 3.97402 -5.03490 -5.71873 0.00
H 2.47009 -5.84178 -5.29409 0.00
C 3.20967 -3.09804 -3.40775 0.00
H 4.07108 -3.56589 -2.89927 0.00
C 2.67455 -1.87243 -3.00081 0.00
C 3.33095 -1.05995 -1.91711 0.00
H 3.75915 -0.12392 -2.31149 0.00
H 4.12579 -1.60930 -1.37569 0.00
H 2.54320 -0.78317 -1.20084 0.00
C -0.31133 -1.66360 -5.33613 0.00
H -0.18266 -0.83230 -6.04120 0.00
H -1.02220 -1.36759 -4.55605 0.00
H -0.75884 -2.48143 -5.92704 0.00
C -3.43595 1.70421 5.41333 0.00
P -2.43196 2.95917 4.61502 0.02
C -3.48209 4.06969 3.65067 0.00
C -1.59930 3.95781 5.85794 0.01
O -1.37786 2.15402 3.90957 0.12
H -4.23154 1.40333 4.72090 0.00
H -3.83227 2.12271 6.34296 0.00
H -2.76940 0.85185 5.60328 0.00
H -3.59073 5.00969 4.21427 0.00
H -4.47437 3.60492 3.54687 0.00
H -3.02012 4.26164 2.67172 0.00
H -1.01777 3.27234 6.48772 0.00
H -0.91182 4.64642 5.34904 0.00
H -2.34943 4.50083 6.44452 0.00
```

[4]
# C2S4

A cluster of 2 separate species, C2S4 in total in a non-equilibrium geometry (ωB97M-V with the def2-TZVPD basis set, the Open Molecules 2025 dataset).

Properties
energy relative to the best compared isomer or geometry (same formula, charge and spin)	2.71	kcal/mol
LUMO level	-0.180	eV
HOMO-LUMO gap	9.3	eV
HOMO	-9.48	eV

Structure (XYZ):
```
6
Properties=species:S:1:pos:R:3:nbo_charge:R:1
C 1.57582 -0.16383 -0.01153 -0.38
C -1.53013 0.14836 0.04662 -0.38
S 1.17661 -1.17652 1.06911 0.21
S -1.81617 -0.94512 -1.06205 0.15
S 1.94789 0.89246 -1.10051 0.17
S -1.32272 1.23874 1.08424 0.23
```

[5]
# C2H3N2O2

A cluster of 2 separate species, C2H3N2O2 in total in a non-equilibrium geometry (ωB97M-V with the def2-TZVPD basis set, the Open Molecules 2025 dataset).

Properties
energy relative to the best compared isomer or geometry (same formula, charge and spin)	255.63	kcal/mol
LUMO level (spin up / spin down)	-8.667 / -8.686	eV
HOMO-LUMO gap (spin up / spin down)	6.7 / 6.7	eV
total charge	+1
HOMO (spin up / spin down)	-15.40 / -15.39	eV

Structure (XYZ):
```
9
Properties=species:S:1:pos:R:3:nbo_charge:R:1
C 0.68201 0.82099 -0.17377 0.30
C 0.09478 -0.54807 0.09008 -0.33
N 1.87832 0.32204 0.03111 -0.12
N 1.51406 -0.97765 0.00658 0.45
O 3.68212 1.01891 0.02976 -0.19
O 2.12203 -1.98169 -0.05839 0.01
H 0.27384 1.79949 -0.20969 0.29
H -0.29404 -0.62749 1.12496 0.29
H -0.58831 -1.08472 -0.55828 0.28
```

[6]
# C10H13AsCdF6N4S

A structure of composition C10H13AsCdF6N4S (ωB97M-V with the def2-TZVPD basis set, the Open Molecules 2025 dataset).

Properties
energy relative to the best compared isomer or geometry (same formula, charge and spin)	3.06	kcal/mol
LUMO level (spin up / spin down)	-4.383 / -6.382	eV
HOMO-LUMO gap (spin up / spin down)	8.6 / 6.6	eV
total charge	+1
HOMO (spin up / spin down)	-12.99 / -12.95	eV
multiplicity	2

Structure (XYZ):
```
36
Properties=species:S:1:pos:R:3:lowdin_spin:R:1
Cd 0.07007 -0.43094 0.68615 0.01
C 0.26881 -5.69353 3.44827 0.01
C 1.14878 -5.05035 2.38380 0.02
N 0.37954 -4.59123 1.22826 0.14
C -0.20030 -3.42259 1.11076 0.02
S -0.23817 -2.27054 2.38427 0.04
N -0.79847 -3.27460 -0.13643 0.44
N -1.22699 -2.06150 -0.34054 0.13
C -2.29730 -1.69500 -0.94154 0.11
C -3.34672 -2.66474 -1.37325 0.02
C -2.45054 -0.22271 -1.12013 0.00
C -3.46626 0.29374 -1.90109 0.02
C -3.60351 1.67154 -2.01408 0.00
C -2.72160 2.49265 -1.34303 0.02
C -1.71801 1.90651 -0.58577 0.00
N -1.58523 0.58760 -0.47135 0.02
H 0.89836 -6.02846 4.27149 0.00
H -0.45414 -4.97817 3.83916 0.00
H -0.26450 -6.55741 3.05180 0.00
H 1.67032 -4.18321 2.78707 0.00
H 1.88551 -5.75606 2.00622 0.00
H 0.28884 -5.20729 0.42817 0.00
H -3.30667 -3.55988 -0.75914 0.00
H -4.34574 -2.24055 -1.32068 0.00
H -3.14605 -2.95936 -2.40787 0.01
H -4.13758 -0.36644 -2.43041 0.00
H -4.39356 2.09016 -2.62279 0.00
H -2.79688 3.56900 -1.39757 0.00
H -0.99193 2.51503 -0.06265 0.00
F 1.49833 0.10083 -1.20651 0.00
As 2.97742 -0.23224 -0.27972 0.00
F 3.63910 -1.10840 -1.56506 0.00
F 2.07091 -1.68029 0.23193 0.00
F 4.18382 -0.60954 0.84131 0.00
F 2.04987 0.59607 1.04216 0.00
F 3.63629 1.25209 -0.73768 0.00
```